No. 1
# C15H23KN6O4P

C15H23KN6O4P as an isolated structure (wB97M-V/def2-TZVPD, the OMol25 dataset).

Its lowest unoccupied orbital energy is 2.5 eV. The orbital gap comes out at 7.985 eV. The highest occupied orbital energy comes out at -5.485 eV. Its charge is -1. The maximum force is 0.730 eV/Å. Its energy above the lowest of the compared OMol25 structures with the same formula, charge and spin is 0.0 kcal/mol.

Geometry as XYZ:
```
50
C15H23KN6O4P (wB97M-V/def2-TZVPD)
H -0.40140 2.35757 0.76739
H -1.88522 2.75416 -0.09360
H 1.40909 0.58424 3.45074
H 2.69256 3.51991 -3.20332
C -1.12126 1.98261 0.04519
N 2.88309 0.83716 0.68968
C 2.40268 3.15012 -0.00699
H -1.55704 1.28136 2.64152
H -2.77224 0.02683 2.35502
H 2.65236 -0.93592 1.85240
O -0.75601 -0.28834 0.75509
C -1.77093 0.71562 0.57034
C -1.58272 -3.26831 1.30421
K 2.59644 -0.38645 -1.89117
H -0.49283 -5.39310 -0.08610
N 2.25241 5.46809 -0.50737
H -3.30133 -0.69935 -0.00156
C 2.42521 5.10438 -1.77558
N 1.89292 0.88699 2.62345
O 0.09879 -0.22495 -1.64053
H 0.64730 -4.02848 -0.11221
H -0.66672 -2.89496 1.74780
H -3.11873 1.71371 1.94499
H -0.18483 -4.52706 -1.59240
N 2.55198 2.78678 -1.27920
H -1.82865 -4.23023 1.76473
H -2.64263 -4.07131 -1.87759
C 2.37318 2.05406 0.97657
C -0.28598 -4.40861 -0.51474
C -2.34271 0.94812 1.96630
H -2.39056 -2.57334 1.52457
H 2.09927 4.71908 1.42206
C -2.85872 0.22462 -0.36758
N 1.76760 2.14773 2.14292
H -3.64190 0.98744 -0.41731
N 4.72637 -0.29707 -3.39020
H -2.99290 -4.94903 -0.38396
H 2.45422 5.87720 -2.53276
C 4.31047 -1.30984 -3.78315
H -2.48523 0.04704 -1.37283
H -0.62611 1.79499 -0.90158
H -3.55088 -3.28452 -0.58300
O 1.11496 -1.80516 0.13879
C 2.24087 4.48065 0.37532
C 2.53568 0.12315 1.73728
C 2.56880 3.77733 -2.15897
C -2.73513 -3.97276 -0.79789
C -1.43045 -3.46460 -0.19541
O -1.19369 -2.21379 -0.87068
P -0.07943 -1.12378 -0.45870
```

Atomic partial charges in e from the Löwdin method, atoms 1 to 5: H 0.061; H 0.088; H 0.151; H 0.113; C -0.032

No. 2
# C15H23N3O3S

One molecule with the formula C15H23N3O3S (wB97M-V/def2-TZVPD, the OMol25 dataset).

Its lowest unoccupied orbital energy is 0.4 eV. The orbital gap comes out at 9.650 eV. The highest occupied orbital energy comes out at -9.206 eV. The SMILES is CCCS(=O)(=O)N1CCC(C(=O)NCc2cccnc2)CC1. The maximum force is 0.977 eV/Å. Its energy above the lowest of the compared OMol25 structures with the same formula, charge and spin is 33.4 kcal/mol.

Geometry as XYZ:
```
45
C15H23N3O3S (wB97M-V/def2-TZVPD)
O -1.81888 0.91523 3.04690
C 0.62887 -1.89114 2.32561
S -1.41493 -0.18699 2.22641
C 2.47615 0.04465 2.48888
H 2.90147 -0.62393 3.23871
C -1.31098 0.40205 0.49694
H 0.80035 -1.64527 0.20056
C 0.12343 -0.89642 -2.81942
N 2.53331 -0.17300 -1.23145
C 1.47079 -1.80789 1.04793
C 0.69990 0.36911 -2.76042
H -3.69552 -0.30411 -0.75461
H -2.14416 2.06515 -3.43674
H -1.26993 -0.48739 -0.12593
H 1.07000 0.74853 3.96886
C -0.13344 1.45892 -2.97812
H 0.26447 2.46218 -2.93048
H 1.97136 -2.76589 0.89727
H 3.51460 -1.06007 0.97672
H 3.09693 0.94004 2.44057
H -4.66395 1.01079 -0.07756
C 2.50673 -0.65754 1.12716
C 2.16264 0.54281 -2.43686
H 2.37354 1.60176 -2.26650
H 0.74489 1.32765 2.33381
C -3.78724 0.38759 0.08089
C -1.47338 1.24044 -3.25234
H -2.37419 1.80530 -0.72691
H -2.97340 -0.29303 -3.48494
N -1.15498 -1.11141 -3.06627
N 0.10848 -0.61361 2.72538
C 2.24320 0.32888 -0.00730
H 0.71847 -1.78872 -2.66303
H 2.78372 0.17980 -3.26002
C -2.53507 1.24629 0.19907
C 1.06750 0.45951 2.91137
H 2.79294 -1.14179 -1.31774
H 1.22695 -2.30035 3.14643
C -1.93557 -0.06685 -3.28122
O 1.81526 1.45375 0.14409
O -2.19895 -1.38990 2.26129
H -0.39651 0.98140 0.41068
H -3.92480 -0.18906 0.99115
H -2.65351 1.95990 1.01626
H -0.23655 -2.53737 2.17488
```

Atomic partial charges in e from the Löwdin method, atoms 1 to 5: O -0.276; C -0.191; S 0.650; C -0.122; H 0.118

No. 3
# C15H23NO3Si

One molecule with the formula C15H23NO3Si (wB97M-V/def2-TZVPD, the OMol25 dataset).

Its lowest unoccupied orbital energy is 0.6 eV. The orbital gap comes out at 9.317 eV. The highest occupied orbital energy comes out at -8.683 eV. The SMILES is CC(=O)N([SiH2]COc1cc(C)ccc1C(C)C)C(C)=O. The maximum force is 3.566 eV/Å. Its energy above the lowest of the compared OMol25 structures with the same formula, charge and spin is 120.7 kcal/mol.

Geometry as XYZ:
```
43
C15H23NO3Si (wB97M-V/def2-TZVPD)
C -3.09114 0.54791 0.13732
H 2.69246 2.25058 -0.36251
H -3.06651 1.38367 2.87000
H 0.96164 1.45205 1.16395
H -0.23320 2.24564 0.09651
C 3.83689 0.85658 -1.62049
H 0.90260 0.60434 -0.83354
H -4.84116 0.08791 -1.21104
H -0.67432 0.35240 2.53708
H -1.68430 2.56292 3.34406
H -3.57956 1.50707 0.42891
Si 1.69500 -0.58310 -1.14440
H 3.88574 -0.64779 2.60618
O -0.01610 -1.65651 0.77245
H 1.74745 -2.61442 0.28605
C -0.01705 2.01276 1.17709
C 0.91156 -2.08589 -0.25796
O 4.65287 0.73145 0.72310
H 3.30261 -1.96137 1.54968
C -2.16155 1.95816 2.53738
H -1.56978 -2.93062 -1.02333
C -1.80040 0.11606 0.69121
H -4.13160 -3.47519 -1.66027
H -3.28168 -2.73932 -3.10236
C 3.20128 -0.85398 1.73948
C -3.85090 -0.25988 -0.84009
C -3.28073 -1.52850 -1.25744
C -1.21621 -1.17654 0.26097
H -4.97932 -2.14868 -2.56577
O 4.77334 0.84158 -2.36940
C 3.07068 2.22196 -1.42692
N 3.46046 -0.38580 -0.87687
H 0.49620 -2.83390 -0.97711
H 2.14875 -0.55743 1.98840
H 0.12040 2.95384 1.77193
H 1.52430 -0.81741 -2.59784
H -2.53674 2.69403 1.76415
C 3.80030 -0.11372 0.50013
C -2.00046 -1.94581 -0.70574
H 2.17263 2.31901 -2.08471
C -3.97558 -2.52853 -2.25434
C -1.11465 1.04033 1.75815
H 3.74575 3.10417 -1.53206
```

Atomic partial charges in e from the Löwdin method, atoms 1 to 5: C -0.018; H 0.068; H 0.085; H 0.041; H 0.083

Question: What is the maximum force in the second record?
Answer: 0.977 eV/Å